# 1
Molecular formula: C30H44BIN3O3S4
Method: DFT, ωB97M-V with the def2-TZVPD basis set

The value obtained for the orbital gap is 0.2101 Ha. The calculation puts the energy relative to the best compared isomer or geometry (same formula, charge and spin) at 259.8 kcal/mol. Its charge is -1. The value obtained for the HOMO energy is -4.90 eV.

Positions of all 86 atoms, in Å:
1 I 7.95637 -1.53591 -1.54517
2 S -3.16229 -3.61976 0.14213
3 S 0.38101 -0.27059 4.79770
4 S -3.61034 -2.95602 -2.80402
5 S -2.12429 -2.07876 4.25967
6 O 5.82326 0.02133 -2.89840
7 O 1.97717 1.44510 0.14634
8 O 3.62980 1.49164 -1.49527
9 N 0.38288 -2.96246 3.81644
10 N -3.29023 -1.01177 -0.58949
11 N 1.40733 -4.67175 2.61242
12 C -1.64971 5.48174 -0.41232
13 C -3.36155 -2.43089 -1.04638
14 C -4.64593 1.19018 -0.23689
15 C -4.63001 -0.35722 -0.64378
16 C 0.19230 3.65703 -1.21136
17 C 2.61032 -0.57026 1.59161
18 C -4.09578 0.21516 2.24116
19 C 1.01643 5.72490 0.23171
20 C -0.46280 6.25723 0.25558
21 C -0.47394 -1.83580 4.27679
22 C 0.36147 -3.68486 2.56283
23 C -4.37809 1.49878 1.32271
24 C -1.16121 -2.43147 -4.30992
25 C 5.05324 -0.34571 -0.51770
26 C -2.24006 -0.26868 -1.35333
27 C 1.36679 4.39124 -0.51843
28 C -1.26595 4.16084 -1.14950
29 C -0.10119 -1.08878 0.03342
30 C 1.37798 -3.43510 4.75956
31 C -1.94682 -3.55504 -3.46383
32 C 1.33497 -0.95378 -0.66199
33 C -0.50899 -2.99684 -5.69160
34 C 2.35507 0.03446 0.13157
35 C 2.03354 -4.56423 3.93143
36 C 0.80766 0.64304 3.20154
37 C 2.35377 0.49192 2.79046
38 C 2.87812 3.88961 -0.56529
39 C -1.09338 0.16478 -0.29432
40 C 3.58352 0.14440 -0.93244
41 C 6.04136 -0.45803 -1.76790
42 B 3.08527 2.27457 -0.35531
43 H 4.99603 -1.39666 -0.03343
44 H -3.92143 0.61061 3.31421
45 H -0.08053 -1.32243 1.15039
46 H -0.89131 -2.32675 -6.55309
47 H -4.92629 -0.56422 2.24748
48 H -0.75084 -4.09984 -5.88312
49 H 0.06179 0.40993 2.37271
50 H -0.44979 0.95748 -0.80361
51 H -5.71619 1.57112 -0.46357
52 H -3.08260 -0.25108 1.93545
53 H 2.80175 1.51791 2.57819
54 H 3.54518 4.43282 0.19209
55 H 5.46404 0.38808 0.26813
56 H -1.80176 -1.51330 -4.52229
57 H 3.27190 4.15493 -1.62443
58 H -1.70782 -0.99074 -2.08730
59 H -0.75460 7.24470 0.76490
60 H -2.73349 5.82651 -0.38424
61 H 0.65012 1.75919 3.46522
62 H 2.88675 0.03135 3.71028
63 H -0.61719 -2.00084 -0.46561
64 H 0.62749 -2.81339 -5.65708
65 H -0.34165 -3.52647 1.68026
66 H 1.16757 -0.48670 -1.69474
67 H -3.55372 2.29844 1.36845
68 H 3.97473 2.22551 0.44943
69 H 2.88917 -5.22666 4.27360
70 H -1.53696 0.62876 0.65636
71 H 3.32327 -0.48427 -1.85270
72 H 0.45238 2.70082 -1.78862
73 H 1.60690 -3.08978 5.82108
74 H -5.08232 -0.47489 -1.70732
75 H 3.68625 -0.95770 1.76109
76 H -3.95002 1.85652 -0.85632
77 H 1.90153 -1.95914 -0.75419
78 H -2.04140 -4.50448 -4.09018
79 H 1.83944 6.34095 0.74549
80 H -5.36476 -0.90318 0.06488
81 H -5.32064 2.01161 1.76071
82 H -2.62346 0.59584 -1.99095
83 H 1.93401 -1.47607 1.84617
84 H -0.25807 -2.07956 -3.67770
85 H -2.06404 3.53242 -1.66453
86 H -1.31650 -3.74159 -2.51198

Atoms 1-3, force components in eV/Å:
I -0.4 0.1 0.3
S -0.4 1.8 -2.0
S -0.7 -0.8 -0.9

Results of the Löwdin charge analysis, in e, for atoms 1 through 8: 0.636 0.622 0.793 0.765 0.676 -0.038 -0.038 -0.035

***

# 2
Molecular formula: C30H44BN6OOsS5
Method: DFT, ωB97M-V with the def2-TZVPD basis set

The value obtained for the orbital gap (spin up / spin down) is 0.2144 / 0.2118 Ha. Its charge is +1. The value obtained for the HOMO energy (spin up / spin down) is -10.17 / -10.08 eV.

Positions of all 88 atoms, in Å:
1 Os 0.62056 -0.23288 -0.57854
2 S -0.85286 1.66620 -0.70843
3 S -0.06350 1.53155 -4.14197
4 S 1.01296 -0.90682 -2.76352
5 S -1.18446 -2.01537 -0.62741
6 S 0.64712 -0.10274 1.84134
7 O 0.31396 -0.88002 -5.17812
8 N -1.96054 1.36889 1.78890
9 N -3.11084 -0.25139 0.17040
10 N -1.82820 -1.15551 2.20851
11 N -0.28177 -2.42426 3.08850
12 N -0.99553 3.31180 1.55372
13 N -3.51903 -1.09210 -1.80215
14 C 1.28012 -4.28082 2.78691
15 C -4.25468 0.34439 -0.30880
16 C -1.46223 3.22226 2.85099
17 C -3.52886 -1.99350 -3.00984
18 C -3.67297 -3.43938 -2.53517
19 C 2.70749 0.01945 -0.36210
20 C -2.65013 -1.09948 -0.75989
21 C 2.95092 1.44589 -0.68280
22 C 0.36931 -0.05140 -4.14500
23 C 0.01163 4.63397 -0.37024
24 C -4.72157 -1.63292 -3.89097
25 C 3.61320 3.65758 0.04005
26 C 0.99310 4.67521 1.91934
27 C -1.24054 5.74899 1.44597
28 C -1.28889 2.14565 0.92131
29 C -0.03705 -0.36622 -6.47347
30 C 3.48702 4.13188 -1.26220
31 C 2.17683 -2.14023 3.69838
32 C 0.64948 -3.47471 5.09806
33 C 3.33511 2.33386 0.32897
34 C -2.25264 -1.79480 -3.82144
35 C -1.50459 -3.06801 3.24244
36 C 3.11042 3.26306 -2.27591
37 C 2.85564 1.93054 -1.99299
38 C -2.45051 -2.28142 2.70850
39 C -2.05071 2.02319 2.99080
40 C -4.51680 -0.17875 -1.51966
41 C -0.30317 4.58267 1.12033
42 C -0.50679 -1.26480 2.42067
43 C 0.96461 -3.06433 3.65606
44 B -2.67552 0.00601 1.63146
45 H -1.33438 4.01081 3.56915
46 H 1.95507 -1.20320 4.21004
47 H 2.58185 1.25692 -2.79234
48 H -5.32442 0.04219 -2.19059
49 H -4.79225 1.08340 0.26273
50 H -3.51549 -2.42816 2.62641
51 H 3.69369 5.17170 -1.48484
52 H -0.84055 0.36052 -6.39917
53 H -5.67435 -1.78530 -3.37964
54 H -3.69192 -4.10474 -3.39965
55 H -4.70483 -2.28760 -4.76091
56 H -0.88354 4.49166 -0.97801
57 H -2.35286 -2.30730 -4.77998
58 H -2.83553 -3.73052 -1.90087
59 H 2.18650 -4.76769 3.14933
60 H 0.80160 4.72724 2.99363
61 H 1.54084 5.57206 1.62544
62 H -2.08757 -0.73140 -4.00885
63 H 0.83391 0.10153 -6.92846
64 H 2.95964 -2.65723 4.25563
65 H -0.79104 6.67695 1.09319
66 H -0.34532 -1.22646 -7.05838
67 H 0.46776 -5.01000 2.80357
68 H 0.34460 -2.60366 5.68150
69 H 3.44968 1.96374 1.34337
70 H -2.53066 1.57938 3.84747
71 H 1.61582 3.80798 1.71611
72 H 1.54738 -3.89244 5.55301
73 H 3.93846 4.32309 0.83020
74 H -1.38255 -2.20030 -3.31276
75 H 2.55748 -1.91768 2.70589
76 H -2.19936 5.61755 0.94002
77 H -4.65733 -0.60249 -4.24853
78 H 0.41492 5.62442 -0.58708
79 H 1.44384 -3.97056 1.75269
80 H -3.68285 0.05221 2.28857
81 H -1.42479 5.85567 2.51536
82 H 3.05075 -0.24382 0.63410
83 H 0.75470 3.89672 -0.66126
84 H 3.12776 -0.67011 -1.09399
85 H -4.60270 -3.57010 -1.97604
86 H 3.02288 3.62081 -3.29439
87 H -0.13380 -4.22838 5.16361
88 H -1.60322 -4.03850 3.69203

Atoms 1-3, force components in eV/Å:
Os -1.9 1.5 -0.4
S 1.4 -1.3 -0.4
S -0.1 0.0 0.0

Results of the Löwdin charge analysis, in e, for atoms 1 through 8: 0.607 0.696 0.658 0.569 0.693 0.671 -0.239 0.012